The following is a quantum chemistry calculation of an isolated ion of composition C4H10S2 and charge +1, from OMol25.

ORCA input file:
```
! RIJCOSX wB97M-V def2-TZVPD def2/J DEFGRID3
* xyz 1 2
C 2.34381 1.63935 1.18667
C 1.53074 1.75000 -0.14404
S 0.90357 0.17424 -0.77715
S -0.60076 -0.24343 0.50946
C -1.49597 -1.34577 -0.64883
C -2.96744 -1.65970 -0.28181
H 1.72671 2.02637 1.99904
H 2.57300 0.59235 1.36780
H 3.20979 2.27740 1.10145
H 0.68626 2.41846 -0.00102
H 2.18119 2.07597 -0.95532
H -0.88004 -2.21527 -0.86748
H -1.61352 -0.76338 -1.55555
H -3.24591 -1.39982 0.73969
H -3.58555 -1.10079 -0.97492
H -3.25195 -2.70798 -0.40214
*
```

Summary:
DFT total energy   -954.47624 Eh
Molecular weight   122.26 g/mol

=====

The following is a quantum chemistry calculation of a 2-piece molecular cluster, C2H3O2P overall, from OMol25.

ORCA input file:
```
! RIJCOSX wB97M-V def2-TZVPD def2/J DEFGRID3
* xyz 0 1
C -3.06478 1.36010 -0.34342
P -1.93336 0.22431 -0.03923
O -1.85976 -0.79325 0.99074
H -3.04937 2.18122 -1.12316
C 0.83573 -1.37174 -0.16165
O 0.30023 -0.34942 -0.43208
H 0.61736 -2.24021 -0.78856
H 1.60028 -1.28483 0.71337
*
```

Summary:
DFT total energy   -569.66630 Eh
Molecular weight   90.02 g/mol

=====

no.,F_max (eV Å⁻¹)
1,1.3
2,3.5